Computed, not measured: a single C26H36N4O2 molecule, with the ωB97M-V functional and the def2-TZVPD basis.

CARTESIAN COORDINATES (ANGSTROEM)
O (2.374, 1.817, 0.574)
O (-3.733, 3.487, 0.463)
N (5.236, 0.517, -1.000)
N (5.777, -1.982, 0.917)
N (-3.998, 1.252, 0.526)
N (-4.994, -2.045, -0.340)
C (-5.379, -2.910, -1.434)
C (4.306, -3.839, 1.184)
C (-5.843, 0.352, -0.633)
C (-4.684, -0.682, -0.701)
C (-0.993, 2.945, -0.401)
C (-3.237, 2.372, 0.472)
C (3.916, -3.734, -0.142)
C (5.406, -1.874, -0.353)
C (3.905, 0.449, -1.570)
C (-1.110, 1.328, 1.358)
C (-1.759, 2.177, 0.465)
C (0.264, 1.238, 1.360)
C (-3.589, -0.099, 0.231)
C (1.034, 1.990, 0.467)
C (5.244, -2.936, 1.659)
C (-6.678, -2.545, -2.162)
C (-5.442, 1.335, 0.467)
C (4.649, 2.452, 0.350)
C (4.473, -2.737, -0.924)
C (3.262, 2.509, -0.291)
C (-5.117, -3.378, 1.721)
C (5.994, -0.718, -1.125)
C (-5.735, -2.251, 0.892)
C (5.177, 1.020, 0.360)
C (3.324, 1.857, -1.676)
C (0.387, 2.848, -0.419)
H (-1.492, 3.627, -1.073)
H (-5.863, 1.043, 1.437)
H (7.000, -0.520, -0.748)
H (3.191, -4.418, -0.559)
H (-6.791, -2.488, 0.700)
H (4.526, 0.404, 0.999)
H (2.327, 1.803, -2.118)
H (-4.293, -0.719, -1.721)
H (0.779, 0.593, 2.055)
H (3.974, 0.011, -2.569)
H (5.589, -2.973, 2.684)
H (3.897, -4.602, 1.829)
H (4.593, 2.828, 1.371)
H (-4.070, -3.164, 1.920)
H (6.184, 0.999, 0.779)
H (-6.793, -0.128, -0.415)
H (-1.682, 0.755, 2.073)
H (-5.932, 0.873, -1.586)
H (2.948, 3.559, -0.378)
H (3.224, -0.174, -0.963)
H (-5.729, 2.366, 0.258)
H (-6.596, -1.570, -2.636)
H (-5.707, -1.333, 1.480)
H (-5.469, -3.922, -1.031)
H (-3.547, -0.696, 1.148)
H (-5.174, -4.325, 1.193)
H (4.197, -2.630, -1.963)
H (6.052, -0.967, -2.188)
H (-6.886, -3.286, -2.930)
H (-2.606, -0.116, -0.237)
H (-5.644, -3.477, 2.666)
H (5.323, 3.085, -0.227)
H (0.942, 3.456, -1.116)
H (-7.519, -2.526, -1.473)
H (-4.557, -2.916, -2.156)
H (3.962, 2.465, -2.318)

Properties
E_HOMO	-8.3	eV
orbital gap	0.3265	Ha
total energy	-1381.84450	Ha
structure (SMILES)	CCN(CC)[C@H]1CCN(C(=O)c2ccc(OC3CCN(Cc4ccccn4)CC3)cc2)C1
energy above the lowest of the compared OMol25 structures with the same formula, charge and spin	3.344	eV